[1]
C4H11NO2 | ωB97M-V/def2-TZVPD

Results
- Orbital gap: 8.6 eV
- Energy relative to the best compared isomer or geometry (same formula, charge and spin): 58.66 kcal per mole
- Multiplicity: 1
- HOMO energy: -7.700 eV
- Net charge: 0
- SMILES: N/C=C/O.COC
- Molar mass: 105.14 g/mol

Structure (XYZ):
```
18
Properties=species:S:1:pos:R:3:forces:R:3:mulliken_charge:R:1
C -2.11863 1.16230 0.38232 -0.444 -0.390 -0.788 -0.15
C 1.75926 -0.46749 -1.13192 -0.034 -0.362 1.481 -0.70
H -2.56636 0.91331 1.33273 0.076 -0.055 0.154 0.31
C 1.83382 -0.46044 1.27398 0.158 0.182 -0.237 -0.65
O -2.31830 2.48240 0.06487 0.313 0.476 0.172 -0.50
H -2.22357 -1.38740 0.60172 0.039 0.061 -0.047 0.23
C -1.68772 0.23615 -0.47801 0.064 0.353 0.606 -0.14
H 2.92074 -0.60448 1.25736 0.015 0.004 0.014 0.28
H -0.82335 -1.57038 -0.25732 -0.037 0.054 0.072 0.27
H 1.42475 -1.00073 2.12684 -0.031 0.126 -0.016 0.22
H -1.28267 0.52850 -1.43890 -0.025 0.073 -0.126 0.30
H 1.26808 -0.99338 -1.94720 -0.090 0.030 0.094 0.22
H 1.58606 0.61171 -1.19881 -0.047 -0.066 -0.020 0.30
H -1.72311 2.74107 -0.64790 -0.105 -0.077 -0.003 0.29
H 2.83518 -0.66607 -1.16657 -0.011 0.072 -0.126 0.33
O 1.23431 -0.99524 0.12074 0.149 0.052 -1.352 -0.29
N -1.74324 -1.14353 -0.25483 0.027 -0.459 0.009 -0.59
H 1.62476 0.61370 1.36090 -0.016 -0.076 0.112 0.28
```
Forces are in eV/Å.



[2]
C26H75AsCl6F6O30P7 | ωB97M-V/def2-TZVPD

Results
- Orbital gap: 10.0 eV
- Multiplicity: 1
- HOMO energy: -8.459 eV
- Net charge: -1
- Molar mass: 1486.30 g/mol

Structure (XYZ):
```
151
Properties=species:S:1:pos:R:3:forces:R:3:mulliken_charge:R:1
C -3.62518 -2.37700 8.76327 0.123 -0.176 0.940 -0.65
H 5.90432 1.83165 -4.70542 0.715 0.278 -0.329 0.28
H -9.44064 0.74668 -3.16560 0.285 -0.560 -0.421 0.28
O -3.76198 -2.75167 4.91947 1.049 -0.287 0.960 -0.22
C 3.44705 -6.68680 0.04613 0.564 0.359 0.882 -0.78
H 7.80611 5.26332 3.91288 0.105 -0.023 0.113 0.31
H 1.25534 -5.35630 -9.05624 -0.115 -0.156 0.198 0.33
H -3.47995 1.05529 -11.24686 0.242 0.060 -0.057 0.30
C -0.18376 -10.05043 -1.45382 0.167 -0.999 0.006 -0.70
F 3.42129 0.14862 -0.58330 -0.465 1.130 0.357 -0.50
O -7.44970 0.96040 -3.94280 0.965 -1.507 0.330 -0.33
C -1.55230 7.12762 -2.62857 0.025 0.315 0.773 -0.19
H -8.13036 0.71388 -1.95758 0.023 0.028 -0.182 0.34
O -0.09187 1.44805 11.50582 0.518 1.427 -1.132 -0.24
P 1.46959 -8.34732 -0.19914 -1.138 -0.973 1.835 0.94
H -2.12428 3.13221 10.79728 -0.368 0.837 0.290 0.24
C 8.78014 -0.75195 0.93678 -0.261 0.145 -0.985 -0.19
Cl -1.00264 8.20939 -1.31770 0.018 -0.109 0.035 -0.16
O -4.93662 0.26485 -3.99930 -3.231 0.618 0.326 -0.31
H 1.23072 3.44735 -8.23478 0.007 0.252 -0.359 0.29
H -5.78301 -2.56472 5.24979 -0.015 -0.037 0.311 0.28
O 2.11707 2.90394 11.43403 -2.820 -0.185 -1.564 -0.70
H 8.45763 3.92962 4.95304 0.151 0.281 -0.111 0.26
C 0.02988 -6.06293 0.04042 0.723 0.302 -0.371 -0.56
H 5.53579 6.19582 3.18954 -0.339 -0.667 0.215 0.30
H -5.08487 -1.32918 4.26417 -0.008 -0.151 -0.636 0.29
H -0.25495 -6.07982 -1.01157 -0.122 -0.899 -0.090 0.29
H 8.18024 -1.17892 1.74047 0.502 -0.089 -0.037 0.28
O -1.52377 3.70653 -10.30748 -1.152 -1.992 -0.049 -0.30
C 6.50481 0.93285 -4.84569 -0.244 -0.591 -0.271 -0.21
H -1.93881 4.29286 9.38312 0.306 0.098 0.377 0.29
P 0.82568 2.57207 10.72052 1.151 -0.143 1.050 0.93
C 0.37129 2.80917 -8.44020 0.560 0.371 1.163 -0.67
Cl 8.66090 -1.83283 -0.51424 -0.134 0.423 0.675 -0.16
H -1.35419 1.10389 13.10599 0.122 -0.519 -0.465 0.29
H 0.19507 -1.85076 6.40565 -0.339 -0.081 0.310 0.24
C -3.25277 3.73147 2.73544 1.138 -0.933 -0.416 -0.28
H 4.45085 -6.91808 -0.31029 -0.171 -0.415 0.150 0.28
H 2.83182 -4.85206 -6.15362 -0.024 -0.217 -0.255 0.24
H -2.42505 -7.37683 -7.87197 0.023 0.475 -0.176 0.37
H 3.29232 -6.94615 1.09345 0.254 -0.587 -0.082 0.36
H -4.38958 2.53589 1.17102 0.075 -0.324 0.695 0.25
P -0.88473 2.30302 -10.76011 0.517 -0.328 2.605 0.94
P -6.44769 -0.33509 -3.80003 -0.048 -0.497 1.796 1.03
C -3.03165 0.64111 -10.34378 -1.187 -0.731 0.094 -0.67
O 6.32019 7.28815 4.66612 -0.079 -0.178 1.503 -0.33
O -4.21888 3.66022 3.73314 -1.538 0.119 0.746 -0.53
O -3.14948 -0.63046 6.33984 0.387 -0.723 -0.439 -0.63
H -2.63266 7.06804 -2.49681 0.204 -0.064 -0.449 0.24
C -8.45383 1.13294 -2.91039 0.013 0.735 0.205 -0.67
H 0.50171 2.02121 -7.69843 -0.317 -0.535 -0.410 0.26
H 1.84646 -4.86980 -4.73451 -0.577 -0.299 0.023 0.22
C 1.85844 2.50175 8.25427 -0.833 -0.159 0.255 -0.66
H 6.20119 0.27280 -4.03314 -0.045 -0.404 -0.576 0.25
O 7.01934 5.07753 5.87211 -0.484 1.841 -0.078 -0.31
H -3.71446 0.78365 -9.50619 -0.125 0.258 -0.051 0.26
H -2.92198 3.27472 0.64967 0.016 0.483 -0.125 0.30
C -0.83964 4.87880 -10.60063 0.197 1.498 -0.428 -0.72
H -0.52649 3.36710 -8.17409 -0.115 -0.119 -0.387 0.32
H -0.72276 -1.48547 4.95446 -0.300 0.058 0.134 0.30
H 2.64242 1.76698 8.07099 0.149 0.503 0.043 0.24
H 0.64068 -3.68853 -9.07316 0.475 -0.008 -0.299 0.30
F 2.15671 3.30185 0.56897 0.680 -1.499 -0.447 -0.52
H 0.86931 -5.36769 0.03040 -0.064 0.180 0.433 0.21
O 0.97961 1.88754 9.26188 -0.236 0.736 1.121 -0.21
H 6.76983 7.14814 8.91936 -0.088 0.253 -0.220 0.29
C -3.77651 3.42650 1.30910 0.121 0.627 0.835 -0.39
H -3.97186 2.99954 4.38436 -0.071 0.007 -0.139 0.32
F 3.35418 1.34263 1.64816 -0.133 0.318 -0.938 -0.49
H -2.99592 -0.17468 -3.29042 -0.406 0.451 -0.037 0.29
P -3.13408 -2.10472 6.24471 0.538 -0.006 -0.015 1.04
H -8.68011 -1.16495 -5.61606 -0.367 0.202 0.735 0.29
H -5.38501 -3.07205 3.67272 0.624 0.376 -0.346 0.26
C -5.04767 -2.40040 4.46215 -1.198 0.383 0.878 -0.66
H 1.26913 2.66596 7.35213 -0.110 -0.387 0.034 0.27
C -3.78432 -0.52246 -3.95793 0.632 -2.083 -0.766 -0.68
C -0.49427 -2.27187 5.67382 0.274 0.470 -0.553 -0.61
O -1.80047 1.16956 -9.97712 2.634 2.424 -0.769 -0.16
H -2.80100 4.72245 2.77967 -0.152 0.233 -0.539 0.19
C 5.14609 6.72886 4.05678 0.222 0.150 -1.267 -0.63
H -3.21406 -3.26784 9.23812 0.009 0.012 0.111 0.25
H -0.06904 -10.58842 -0.51282 0.137 0.087 0.026 0.34
O 1.21309 -6.07581 -6.35119 -2.121 -2.353 -1.087 -0.31
F 4.45841 2.44700 -0.35207 -1.947 -0.705 0.473 -0.54
H -1.57546 -7.73175 -9.42232 -0.234 -0.305 0.080 0.25
C -7.91922 -1.85095 -5.24380 -1.620 -0.649 -0.543 -0.77
Cl -1.10444 7.83260 -4.18824 -0.206 -0.361 0.006 -0.15
P 6.92856 6.71530 6.02935 -0.627 -1.981 -0.395 1.03
H -5.36411 4.54292 1.39523 -0.024 -0.016 0.115 0.31
O 2.47693 -7.30708 -0.79583 0.196 0.251 -1.214 -0.25
H -2.92381 -0.44029 -10.42779 0.056 -0.007 -0.358 0.26
P -0.35384 -6.10463 -6.86272 1.276 1.531 0.293 1.07
H 5.17693 6.39945 9.10642 -0.500 0.660 -0.616 0.29
O -0.21309 3.82318 10.50889 1.426 -0.654 0.156 -0.29
O -0.34525 -7.35134 -7.88099 1.549 1.452 1.628 -0.28
Cl 6.08015 0.26345 -6.51286 0.242 0.385 1.388 -0.18
C 6.04475 6.48182 8.45206 0.710 -0.820 1.418 -0.70
Cl 8.27352 1.10252 -4.66962 -0.704 0.335 -0.149 -0.15
H 2.17467 3.50307 8.54663 0.472 -0.318 0.332 0.33
H -0.77085 2.65710 13.22192 0.523 0.659 -0.904 0.33
O -6.71113 -1.13402 -2.53043 0.725 1.621 -2.788 -0.68
O -6.70399 -1.15568 -5.17595 1.291 0.443 0.796 -0.25
H -3.42150 -0.64717 -4.97819 0.341 0.507 -0.039 0.28
H 1.23659 -4.10472 -6.26189 0.325 0.593 0.527 0.31
H -1.25045 -9.91994 -1.63617 0.076 0.793 0.129 0.27
H -4.01572 -1.55692 -3.70410 -0.114 -0.026 0.537 0.30
F 2.29531 2.15890 -1.62858 0.093 -0.527 1.026 -0.49
O -4.55297 4.54344 0.88175 0.181 0.083 -0.539 -0.54
H 0.33530 1.33280 13.53084 0.103 0.044 -0.127 0.30
H -2.45120 3.06668 3.05736 0.289 -0.312 -0.644 0.37
F 1.25061 0.89419 0.45472 1.318 1.009 -0.848 -0.53
H 4.56618 7.52237 3.58543 0.002 0.301 0.536 0.25
C 7.58260 4.51739 4.67559 -0.405 -0.559 0.357 -0.67
As 2.80429 1.71540 0.00614 0.493 0.258 0.374 2.07
H 8.38739 0.22716 0.66257 -0.091 -0.308 -0.079 0.22
O 0.59348 -8.85802 -1.49213 1.063 1.340 1.295 -0.25
C 0.35645 -4.74014 -9.03528 0.759 1.294 -1.012 -0.74
H 0.15930 -10.69432 -2.26365 0.208 -0.004 0.068 0.25
O -1.66710 -2.84269 6.28027 -1.682 0.670 0.255 -0.35
H -0.40221 5.32684 -9.70843 0.151 -0.274 0.160 0.26
O 5.75781 6.83617 7.11761 -0.064 0.100 -0.818 -0.24
H -8.62009 2.20673 -2.82425 0.358 0.035 0.109 0.25
O 0.45910 2.36667 -9.78172 -1.544 -0.875 -1.822 -0.33
C -1.56107 -7.84978 -8.33883 -1.314 -0.695 0.112 -0.75
H 6.45562 5.47788 8.55892 0.292 -0.149 -0.571 0.29
O -4.01309 -2.72084 7.45912 0.890 -0.443 -2.280 -0.38
H -0.23178 -4.88853 -9.94084 -0.227 -0.476 0.125 0.28
H 3.41508 -5.59835 0.09449 -0.687 0.126 -0.805 0.30
H -0.82203 -5.63912 0.57214 0.269 -0.374 0.385 0.27
H 4.49924 6.13418 4.70180 0.374 -0.021 0.085 0.30
O -0.39768 -4.79273 -7.87086 -1.219 -1.979 2.296 -0.25
O 8.20464 7.29578 6.38524 0.607 0.717 0.149 -0.70
H -8.01032 -2.64117 -5.98901 1.286 0.023 -0.420 0.29
H 6.82705 3.81895 4.31583 0.093 0.060 -0.324 0.25
H -2.86449 -1.59658 8.78288 -0.194 0.163 0.027 0.32
H -1.46009 2.57122 9.41549 0.304 0.230 -0.722 0.31
O 2.08758 -9.43206 0.65291 -1.647 2.102 -1.598 -0.68
H 0.05957 -3.02418 5.11222 -0.353 -0.343 0.207 0.27
O -0.64403 2.14490 -12.19962 -0.051 -0.145 0.990 -0.67
C 1.79650 -4.92985 -5.82171 0.281 1.588 -0.272 -0.60
O -1.37229 -6.04524 -5.78659 0.978 -0.190 -1.587 -0.69
H -4.53212 -2.07820 9.28889 0.203 0.182 0.115 0.24
H -1.07449 6.16285 -2.45816 -0.032 0.202 -0.343 0.26
H -0.06574 4.73583 -11.35477 -0.040 0.057 -0.045 0.35
C -1.49634 3.49954 9.98557 -0.474 -1.603 0.136 -0.63
Cl 10.47987 -0.48975 1.32967 -0.059 -0.158 0.400 -0.15
O 0.47760 -7.30495 0.64448 0.179 -1.261 -1.064 -0.29
H -8.16417 -2.40078 -4.33508 -0.115 0.658 0.371 0.34
H -1.58988 5.58827 -10.94977 0.170 0.077 -0.259 0.27
H -1.64887 -8.87684 -7.98451 0.158 -0.244 -0.578 0.26
C -0.45766 1.67555 12.86614 -0.230 -0.580 1.087 -0.78
```
Forces are in eV/Å.



> The lowest HOMO energy belongs to which entry?

C26H75AsCl6F6O30P7



Please write out number 1 again, unchanged.
C4H11NO2 | ωB97M-V/def2-TZVPD

Results
- Orbital gap: 8.6 eV
- Energy relative to the best compared isomer or geometry (same formula, charge and spin): 58.66 kcal per mole
- Multiplicity: 1
- HOMO energy: -7.700 eV
- Net charge: 0
- SMILES: N/C=C/O.COC
- Molar mass: 105.14 g/mol

Structure (XYZ):
```
18
Properties=species:S:1:pos:R:3:forces:R:3:mulliken_charge:R:1
C -2.11863 1.16230 0.38232 -0.444 -0.390 -0.788 -0.15
C 1.75926 -0.46749 -1.13192 -0.034 -0.362 1.481 -0.70
H -2.56636 0.91331 1.33273 0.076 -0.055 0.154 0.31
C 1.83382 -0.46044 1.27398 0.158 0.182 -0.237 -0.65
O -2.31830 2.48240 0.06487 0.313 0.476 0.172 -0.50
H -2.22357 -1.38740 0.60172 0.039 0.061 -0.047 0.23
C -1.68772 0.23615 -0.47801 0.064 0.353 0.606 -0.14
H 2.92074 -0.60448 1.25736 0.015 0.004 0.014 0.28
H -0.82335 -1.57038 -0.25732 -0.037 0.054 0.072 0.27
H 1.42475 -1.00073 2.12684 -0.031 0.126 -0.016 0.22
H -1.28267 0.52850 -1.43890 -0.025 0.073 -0.126 0.30
H 1.26808 -0.99338 -1.94720 -0.090 0.030 0.094 0.22
H 1.58606 0.61171 -1.19881 -0.047 -0.066 -0.020 0.30
H -1.72311 2.74107 -0.64790 -0.105 -0.077 -0.003 0.29
H 2.83518 -0.66607 -1.16657 -0.011 0.072 -0.126 0.33
O 1.23431 -0.99524 0.12074 0.149 0.052 -1.352 -0.29
N -1.74324 -1.14353 -0.25483 0.027 -0.459 0.009 -0.59
H 1.62476 0.61370 1.36090 -0.016 -0.076 0.112 0.28
```
Forces are in eV/Å.